Formula: C40H111FeO40
Source: the Open Molecules 2025 dataset
Level of theory: ωB97M-V/def2-TZVPD

Results
Expectation value of S²: 8.757
HOMO level (alpha / beta) in eV: -9.2 / -9.2
LUMO energy (alpha / beta) in eV: 0.1 / -1.0
Multiplicity: 6
Total energy in hartree: -5863.6957

Geometry (Å):
Fe1 0.78077 -2.61023 -2.12471
O1 0.78802 -4.92599 2.12157
O2 -0.83006 -2.66659 -3.43669
O3 6.29791 1.45493 -1.21868
O4 1.52112 4.14870 -1.17587
O5 2.94460 -1.49480 -6.55105
O6 -6.67450 -1.06749 -2.10629
O7 4.03892 4.44133 2.52752
O8 1.84511 -1.60535 -3.70298
O9 -1.38740 4.27208 -0.30041
O10 -0.84792 -3.89298 -1.80300
O11 -1.83486 -3.39323 5.04458
O12 1.65848 -4.27364 -3.13859
O13 2.68885 -1.69546 -1.74677
O14 3.12328 1.28020 -7.63293
O15 3.26867 5.77348 5.09684
O16 7.28241 -2.89765 0.52897
O17 0.23182 1.17914 6.06838
O18 1.31158 6.25191 -5.48274
O19 -3.14174 6.22060 1.26429
O20 1.75868 -7.77958 1.42941
O21 -0.82391 1.61167 -3.61075
O22 -6.09480 -3.81060 -1.18872
O23 -1.90241 -0.21105 7.10340
O24 2.37879 0.36979 4.63150
O25 3.81423 2.29576 -2.03212
O26 -3.33501 -3.15766 2.53914
O27 -2.91879 0.93574 -6.52121
O28 -4.79873 -5.45287 1.07057
O29 0.16711 -0.86705 3.02265
O30 4.61580 2.07748 1.12796
O31 -7.03110 1.85787 3.34609
O32 -0.07898 -0.45642 -1.87504
O33 -3.65346 4.59446 -1.78792
O34 1.65669 3.87075 -6.83395
O35 4.63303 -2.65372 1.92213
O36 0.06356 -1.71794 -0.17256
O37 -0.82631 1.60212 3.41423
O38 -4.97245 1.00223 5.34030
O39 -3.71480 2.70764 0.47660
O40 1.61805 -4.02650 -0.42281
C1 2.72941 -4.93456 -2.46022
C2 -3.01671 -3.75145 1.21315
C3 -5.19635 0.39171 4.08843
C4 -4.31151 3.28121 -1.70271
C5 -5.82457 -1.36670 -0.98820
C6 0.00779 -6.12030 1.89226
C7 -5.66475 1.45530 3.05995
C8 -1.03373 4.91415 0.90853
C9 3.98410 -0.71111 -3.55434
C10 2.00560 0.49241 -7.81413
C11 2.49925 1.90880 -1.60981
C12 6.00196 1.78446 1.20870
C13 -1.52906 0.89995 -4.63995
C14 1.78111 2.80099 -0.63662
C15 2.32973 -5.20343 -0.96809
C16 0.68003 -7.43915 2.20350
C17 -0.27665 -0.62824 -0.64911
C18 6.06977 -3.51095 0.15010
C19 -1.48167 2.06146 4.53562
C20 -2.34901 -1.39768 6.52632
C21 -4.85419 3.02405 -0.33926
C22 -0.46675 2.30949 5.66853
C23 -2.18763 1.83417 -5.64461
C24 2.70043 4.75547 4.33861
C25 -3.10803 -3.51662 -2.87345
C26 6.66194 2.25571 -0.08629
C27 1.89886 -0.55955 -6.72326
C28 2.81056 -1.35505 -2.96766
C29 2.76263 4.83725 2.85700
C30 -2.28411 5.18482 1.83603
C31 -1.38558 -2.10875 5.51479
C32 2.61976 -0.08643 3.32954
C33 -0.84716 0.41817 0.16535
C34 1.72498 3.80009 -5.42322
C35 1.61845 -1.18410 2.95503
C36 -1.54137 -3.41889 -2.74597
C37 -6.21312 -2.70585 -0.28053
C38 4.81017 -2.68461 0.52374
C39 -3.36118 -5.27890 1.20932
C40 0.82288 5.04313 -4.95844
H1 -6.68437 -1.77351 -2.75671
H2 -0.96308 -5.96210 2.36180
H3 -2.87448 2.49921 -5.12111
H4 1.44902 0.60463 4.67595
H5 -4.82472 -1.54514 -1.38390
H6 -5.82675 1.02314 5.77773
H7 -5.66955 2.30181 -0.29862
H8 3.02006 3.79781 4.74949
H9 -2.82017 -5.72049 0.37241
H10 2.90058 -5.89304 -2.95025
H11 -2.22712 0.24202 -4.12231
H12 1.63926 -2.08146 3.57343
H13 -4.19511 0.05097 3.82476
H14 0.91597 -4.89071 3.07235
H15 -3.64600 -2.56900 -2.90004
H16 4.69703 -0.40356 -2.78932
H17 -0.20584 4.89252 -5.28581
H18 2.42182 4.45399 -1.30674
H19 3.65617 -4.36307 -2.51123
H20 -3.40029 -4.23133 -3.64278
H21 1.79652 -1.66921 1.99531
H22 4.91890 -1.69578 0.07821
H23 1.28580 6.16545 -6.43849
H24 -7.05551 2.54211 4.01901
H25 -0.33810 -2.09949 5.81611
H26 -1.11311 1.24048 -0.49886
H27 -0.92738 2.83318 6.50619
H28 0.85320 2.37646 -0.25340
H29 6.13893 0.73606 1.47365
H30 1.97383 0.01468 -8.79335
H31 -0.56691 0.68411 3.52178
H32 -1.70799 0.16383 0.78372
H33 0.69580 5.17750 -3.88425
H34 3.36885 1.46780 -8.54183
H35 1.67480 -4.58912 -4.04512
H36 -7.26337 -2.66982 0.00891
H37 -3.09496 3.43215 0.36488
H38 -2.91038 4.31214 2.02122
H39 7.71871 2.19670 0.17421
H40 4.54541 -1.44778 -4.12910
H41 1.97798 -0.04824 -5.76388
H42 6.50274 2.34695 1.99668
H43 -0.29422 4.30486 1.42813
H44 -4.29404 -3.15150 2.49629
H45 1.13019 1.13722 -7.73679
H46 -2.23358 -3.30517 4.17575
H47 2.59410 -7.71010 1.89722
H48 -4.92471 2.25556 3.06507
H49 1.94833 1.92099 -2.55025
H50 2.70326 6.54311 4.99903
H51 -3.21596 -1.07839 5.94790
H52 -3.59438 2.53522 -2.04524
H53 -2.95856 -5.68729 2.13626
H54 6.53990 3.31966 -0.28930
H55 7.52144 -3.10037 1.43637
H56 -1.38255 -1.44231 4.65226
H57 2.03329 4.16957 2.39836
H58 -0.07223 -8.21456 2.05880
H59 -0.61522 4.12212 -0.85073
H60 -0.84776 0.25110 -5.19035
H61 6.10853 -3.60454 -0.93518
H62 -2.63514 6.92015 0.84526
H63 -5.36248 3.93099 -0.01182
H64 -0.56059 0.99255 -2.92595
H65 -2.07056 5.52438 2.84954
H66 1.02048 -7.54863 3.23316
H67 -5.64293 -2.83730 0.63909
H68 6.73795 0.61830 -1.05131
H69 -5.04036 3.38403 -2.50664
H70 -2.14220 1.25964 4.86562
H71 2.42290 3.00173 0.22123
H72 1.35700 -4.16403 0.49072
H73 0.93858 -1.07066 -6.79213
H74 2.55794 0.88871 -1.23024
H75 3.91255 -3.17079 0.14164
H76 -0.21314 -6.20326 0.82811
H77 -5.78446 -0.52601 4.08603
H78 -3.39750 1.44409 -7.18000
H79 -2.86568 4.53826 -1.24216
H80 -5.69402 1.08477 2.03528
H81 -3.62493 -3.15131 0.53639
H82 5.23181 -2.06046 2.38159
H83 4.62786 5.13219 2.83972
H84 6.06657 -4.51458 0.57532
H85 -0.53860 5.87185 0.74807
H86 -1.97824 2.99556 4.27297
H87 -0.28584 -1.29902 2.29475
H88 3.13849 -5.46526 -0.28585
H89 -0.38919 0.59696 6.51224
H90 3.65248 -0.42978 3.26868
H91 0.28976 2.97334 5.25008
H92 1.63748 4.71536 4.57658
H93 -5.05757 -5.34630 0.15228
H94 -1.97072 -3.49923 1.03884
H95 2.31376 3.36727 -7.32013
H96 1.65904 -6.03977 -0.77110
H97 -1.45579 2.44798 -6.16973
H98 4.37426 2.88933 1.57980
H99 2.75273 3.77597 -5.06096
H100 -5.91338 -0.50964 -0.32063
H101 3.73099 -0.94450 -6.53180
H102 2.44428 0.75876 2.66399
H103 3.70927 -0.01121 -4.34346
H104 -2.72764 -2.18033 7.18373
H105 -3.49442 -4.06395 -2.01366
H106 -0.04690 0.64740 0.86903
H107 4.41087 1.91887 -1.38129
H108 -2.57905 0.22785 7.62411
H109 1.24986 2.87272 -5.10331
H110 2.56757 5.83591 2.46617
H111 -6.52195 -3.52755 -2.00053